[1]
87
Properties=species:S:1:pos:R:3:forces:R:3 method="wB97M-V/def2-TZVPD" smiles=CC1(C)CCCC(C)(C)N1O.CC(C)O.CC(C)O.CC(C)O.CC(C)O.O.O.O relative_energy_kj_mol=55.44 gap_ev=8.39
O 1.91592 4.02557 -0.66778 0.14 -0.27 -0.05
O 2.43227 3.78924 2.07615 0.06 -0.46 -0.39
O 5.51421 3.25233 -2.23522 0.02 -0.13 0.80
O -1.14663 4.24086 -1.43127 -0.11 -0.14 -0.64
O -4.15282 -2.44845 3.96382 0.78 -0.44 -0.25
O 3.77807 0.26712 1.40028 -0.15 0.56 0.94
O 1.04259 0.85291 0.80034 0.15 -0.09 -0.12
O 0.69222 1.23235 -1.95511 -0.21 -0.13 0.31
N -3.93305 -2.57264 2.58461 -1.64 0.24 -1.62
C 5.69015 -0.81814 0.56028 1.36 0.48 1.64
C -3.32738 -1.61186 0.38830 0.36 -0.34 0.93
C -0.22956 0.39903 -2.65403 -0.65 0.50 -0.45
C 4.46797 2.46531 -2.78449 -0.53 0.47 -1.44
C 5.00309 -0.32823 1.86910 -0.05 -1.32 -1.80
C 4.69921 -1.51463 2.74809 -0.68 -0.04 0.46
C -3.75734 -4.03107 0.55990 0.05 0.48 -0.36
C 4.84090 2.19620 -4.27523 -0.49 -0.05 0.99
C 0.29741 -1.02008 -2.65335 -0.82 -1.12 -0.28
C 4.15086 1.22960 -1.96786 0.21 0.22 -0.34
C -2.67335 -4.72490 2.64093 1.01 0.84 -0.03
C -3.89341 -3.93839 2.07047 0.69 -1.04 1.37
C -2.09328 2.88161 0.24487 0.01 0.75 1.71
C -3.28137 -1.44159 1.94422 1.29 -0.25 0.02
C -0.46893 1.08234 -3.99775 0.86 0.19 -0.52
C -3.28569 3.16498 -1.94867 -0.37 -0.98 -0.13
C -2.42027 3.83252 -0.90691 0.73 -0.49 0.52
C -1.80963 -1.36158 2.42436 0.21 0.69 -0.38
C -4.00766 -0.15377 2.27937 -0.74 -0.17 0.33
C -2.81154 -2.98999 -0.04575 -0.73 0.05 -0.27
C -5.14898 -4.68018 2.54323 0.20 -0.17 -0.25
H -5.34409 -4.47109 3.59206 -0.18 0.16 -0.07
H -1.26996 -2.30187 2.31926 -0.11 -0.03 0.02
H 1.13102 4.48098 -0.99858 -0.14 0.04 0.18
H -4.35921 -1.51433 0.04539 -0.12 -0.07 0.11
H 3.94703 2.11906 -4.89734 0.03 -0.55 0.06
H -1.40174 2.06704 0.01957 -0.39 -0.17 -0.60
H 0.47671 1.08303 -4.55137 -0.09 -0.30 -0.17
H 2.40671 3.84570 1.09556 -0.09 0.35 0.44
H 5.45686 1.29687 -4.26329 0.02 0.00 -0.59
H -4.73451 -3.91997 0.08072 -0.02 0.03 0.07
H -3.07669 3.48133 -2.96992 -0.10 0.30 0.08
H -2.94428 2.53528 0.83826 -0.28 -0.31 -0.64
H -0.68184 2.15298 -3.92932 -0.19 -0.09 0.59
H 6.48589 -1.51330 0.84876 0.05 0.03 -0.21
H 3.51871 3.01668 -2.76639 0.23 0.31 -0.04
H -2.90312 -3.11227 -1.12803 0.18 0.21 -0.07
H 3.89388 -2.09785 2.29461 0.02 0.00 0.00
H -3.14159 2.07815 -1.90900 0.28 0.04 -0.16
H -2.50475 -4.55956 3.71037 -0.41 -0.43 0.10
H 1.13396 -1.24586 -3.31564 0.45 0.54 0.41
H -3.54468 0.72854 1.84285 0.10 -0.12 -0.17
H -1.25424 -0.61178 1.85044 -0.03 -0.03 -0.06
H -1.20144 0.38439 -2.13895 0.10 0.04 0.25
H -1.73454 -1.02207 3.45970 -0.20 -0.21 0.09
H 5.38876 3.04235 -4.68462 0.23 -0.04 0.18
H -3.37912 -5.02370 0.31149 -0.21 -0.12 0.07
H 0.44109 -1.31031 -1.60865 0.66 0.07 -0.07
H 4.02472 1.12889 1.04579 -0.10 -0.05 -0.14
H -5.99098 -4.41266 1.90495 -0.17 0.07 0.26
H -3.39423 -2.90944 4.36337 -0.13 0.31 0.25
H 0.77847 0.84644 -1.06288 0.04 0.52 -0.12
H -2.90432 4.74339 -0.55417 0.14 -0.01 0.12
H -2.67169 -5.78302 2.38737 -0.36 -0.08 0.29
H 1.65311 3.09479 -0.65221 -0.14 -0.01 -0.28
H -0.42301 -1.78871 -2.96817 -0.43 0.52 -0.15
H 1.26230 1.47078 1.51323 -0.05 0.00 -0.10
H 4.37515 -1.22185 3.74921 -0.07 0.04 -0.07
H -4.34975 3.25853 -1.72390 0.02 0.38 -0.08
H 5.03518 -1.32794 -0.13698 -0.30 0.24 0.06
H -1.77422 -3.21906 0.19939 0.05 0.33 0.21
H -5.02647 -0.27981 1.90311 -0.02 0.33 -0.04
H 6.18839 0.06240 0.15310 -0.14 -0.21 -0.62
H 5.25551 4.17304 -2.31984 0.07 0.03 0.05
H -4.09698 0.01280 3.35336 0.17 -0.11 0.01
H 5.55175 -2.18113 2.86511 0.15 0.17 -0.09
H -4.97922 -5.75623 2.47196 -0.10 -0.01 -0.18
H 5.61606 0.40041 2.40371 0.00 0.06 -0.13
H -1.25993 0.67668 -4.62717 0.07 -0.42 0.20
H -2.79974 -0.74755 -0.01808 0.28 -0.17 -0.14
H 3.20490 3.25232 2.28285 -0.02 0.15 0.07
H -1.54670 3.41459 1.03430 0.13 0.35 -0.32
H 3.67748 1.56662 -1.04474 0.08 -0.24 0.12
H 3.41754 0.65196 -2.53188 -0.06 -0.08 0.13
H -0.81613 3.45425 -1.89329 0.20 0.17 0.06
H 5.01487 0.59917 -1.76398 0.07 0.10 0.02
H 1.82378 0.28217 0.72484 0.03 0.08 0.38
H -1.73468 -4.34673 2.21875 -0.15 0.05 -0.22

***

[2]
90
Properties=species:S:1:pos:R:3:forces:R:3 method="wB97M-V/def2-TZVPD" multiplicity=4 total_charge=+4 gap_ev="6.77 / 4.33"
Re -0.07504 0.32181 -0.09067 1.08 -2.82 1.22
P 0.18224 2.17866 -1.61298 0.00 3.06 -2.72
P -0.11331 -2.36538 -0.14536 -0.09 -2.66 -1.39
O -0.13560 2.62313 1.96822 0.12 -4.21 -3.68
O -3.08177 0.33023 -0.73179 5.51 -0.05 1.33
N -0.41497 -0.49977 1.89949 0.86 0.33 0.09
N 1.12398 0.10611 3.59618 0.87 -0.60 -0.03
N -1.17789 0.07473 3.98608 0.10 0.73 0.41
C -0.11228 1.80235 1.11046 -0.33 5.75 4.22
C 2.22973 3.55854 -0.08236 -0.06 0.22 0.09
C 1.79975 3.14724 -1.49409 0.79 -0.56 0.86
C 1.53095 -0.16094 4.97174 0.77 -0.22 0.72
C -1.09646 -2.42380 -2.77103 -0.50 0.08 -0.10
C 2.22921 0.24971 2.65579 0.54 0.63 -0.24
C 1.57347 -3.07533 2.09970 0.45 0.08 0.52
C 1.87263 4.35540 -2.42508 -0.17 0.34 -0.30
C -2.51213 0.07373 3.40667 -0.89 -0.11 0.26
C -0.13503 -0.10896 3.16303 -0.91 -0.33 -1.07
C -1.01097 1.15819 -3.96191 -0.37 -0.08 0.10
C -1.07817 0.61307 5.32741 -0.86 -0.02 1.37
C -1.92600 0.31981 -0.47634 -6.59 0.38 -1.82
C -1.70740 -3.44985 2.02097 0.02 -0.19 0.44
C 1.59181 1.32725 -3.90874 0.55 0.24 0.12
C -1.47272 4.33094 -2.82467 0.25 0.00 -0.44
C -0.01161 -3.04921 -1.89398 -0.06 0.39 0.29
C -1.21401 4.41311 -0.37089 0.06 0.03 0.30
C -1.24214 3.47047 -1.57620 -0.68 -0.50 0.71
C 1.38920 -3.25088 0.59126 0.41 0.92 0.32
C 1.48522 -4.75032 0.25465 -0.20 -0.23 -0.23
C 0.23649 1.90997 -3.49040 0.01 -0.70 -0.30
C -1.51969 -3.45418 0.50998 -0.38 0.49 0.24
C -2.88884 -3.22231 -0.15124 -0.27 -0.12 -0.11
C 1.41552 -2.85891 -2.41223 0.36 -0.06 0.11
H 1.73299 -1.81432 -2.26726 0.14 -0.41 -0.12
H 2.92826 4.66298 -2.49544 -0.30 -0.13 0.12
H -3.09530 -2.15541 -0.31926 -0.03 -0.33 -0.03
H 1.49499 0.76387 5.58319 -0.12 -0.42 -0.17
H -2.40770 4.88864 -2.65146 0.33 -0.22 -0.04
H -1.30757 0.39404 -3.22640 -0.04 0.15 -0.53
H -0.81519 0.67981 -4.93545 -0.18 0.14 0.38
H 2.65235 -3.02092 2.33042 -0.36 -0.23 -0.04
H -1.38385 3.89270 0.57257 -0.01 0.26 -0.11
H -0.62542 -0.10419 6.02156 -0.10 0.27 -0.17
H 1.13013 -2.14149 2.45696 0.00 -0.41 0.06
H -0.56899 1.58759 5.37719 0.10 -0.30 -0.22
H -2.11257 -2.70208 -2.45027 0.56 0.02 -0.26
H -3.68921 -3.60361 0.50633 0.36 0.10 -0.24
H 3.06038 0.67957 3.22792 -0.12 -0.03 -0.28
H 3.19591 4.08291 -0.15647 -0.31 -0.23 0.10
H 2.53422 2.39374 -1.82749 -0.25 0.22 -0.03
H 2.57496 -0.70523 2.23056 -0.30 0.00 0.35
H 0.92518 -0.98516 5.39208 0.38 0.57 -0.10
H -2.60686 0.85754 2.63265 0.16 -0.30 0.20
H 1.32546 -4.98451 -0.79961 0.13 0.00 0.25
H -3.20549 0.28639 4.21763 -0.09 0.01 -0.25
H -2.09489 0.75990 5.69745 0.23 0.10 -0.08
H -2.31139 -4.32573 2.29754 0.11 0.26 -0.05
H 1.30501 5.21299 -2.03879 0.19 -0.27 -0.05
H 1.52039 4.24816 0.39641 0.28 -0.23 -0.10
H 1.44902 -3.12708 -3.47512 0.10 0.27 0.19
H 0.38491 -0.77775 -3.79905 0.32 -0.15 -0.16
H -0.96379 -2.75782 -3.81436 -0.10 0.25 0.37
H 1.54073 4.15596 -3.44624 0.13 0.11 0.21
H -1.87551 1.83094 -4.08195 0.35 -0.29 0.01
H 1.99031 0.93353 1.83045 -0.01 -0.12 0.35
H 0.18163 2.91932 -3.92423 -0.03 -0.22 0.60
H -2.29230 -2.57950 2.33454 -0.13 -0.11 0.02
H -0.79450 -3.49111 2.61850 -0.15 -0.01 -0.17
H -0.22776 -4.12334 -1.79401 0.03 0.28 0.10
H 2.17997 -3.45499 -1.90641 -0.36 -0.14 -0.09
H 0.79183 -5.36387 0.84605 0.10 0.30 -0.08
H 2.37669 2.68614 0.56929 0.06 0.10 0.00
H 2.22107 -2.70541 0.11046 -0.20 -0.34 0.01
H -2.11152 2.79279 -1.46799 0.12 0.35 -0.10
H -1.25582 -1.07256 1.93076 0.13 -0.03 -0.25
H 1.50252 0.82460 -4.88436 0.11 0.14 0.44
H -0.66937 5.07135 -2.96515 -0.39 -0.31 -0.01
H -2.78570 -0.91195 3.00388 0.10 0.32 0.05
H -1.04636 -1.32345 -2.74042 -0.11 -0.61 -0.06
H -1.16357 -4.45562 0.22889 0.18 0.36 -0.04
H 1.00660 -0.99882 -3.46996 -0.52 0.24 -0.65
H 2.49504 -5.09106 0.51799 -0.16 0.15 -0.05
H 2.59593 -0.46452 4.98137 -0.54 0.10 -0.25
H 1.97787 0.61802 -3.15545 0.04 0.24 -0.56
H -0.27741 4.98362 -0.30840 -0.33 -0.13 -0.04
H 2.34138 2.12745 -4.01021 -0.29 -0.28 -0.05
H 1.15779 -3.91644 2.67696 0.21 0.35 -0.25
H -1.61284 3.75244 -3.74397 0.03 0.33 0.25
H -2.02789 5.14287 -0.47670 0.22 -0.22 0.02
H -2.97892 -3.76647 -1.09939 -0.06 0.27 0.31

***

[3]
29
Properties=species:S:1:pos:R:3:forces:R:3 method="wB97M-V/def2-TZVPD" relative_energy_kj_mol=1119.14 gap_ev=7.88
O -0.98129 -0.59160 -1.62763 -0.86 1.64 0.46
N -2.92200 3.32613 -1.37496 -1.92 1.19 0.10
N 0.17009 -1.49711 -1.66378 -1.56 0.57 2.05
C 1.61991 -2.39348 2.20245 -3.54 0.76 1.96
C 1.01194 -1.03855 2.46343 0.38 1.05 -1.26
C 0.83253 -1.73712 1.06634 2.20 0.81 0.11
C -1.94777 1.29144 -0.61979 -1.22 1.07 2.35
C 1.42976 -0.86026 -1.20588 -0.54 -1.77 -2.05
C 1.77850 -1.01361 0.23957 -0.90 0.37 -1.37
C 1.87363 0.21624 -2.23837 -2.59 -0.28 3.21
C -3.68949 3.40275 -0.26167 1.48 -0.22 -0.80
C -2.42158 1.55282 0.70578 -1.68 0.43 -0.40
C -0.96307 0.31468 -0.70404 2.80 -2.70 -0.33
C -3.39921 2.52795 0.82999 -1.53 2.44 0.07
C -2.17553 2.29678 -1.55365 2.43 -2.41 -1.96
H 1.28613 1.07095 -2.04155 -0.55 1.30 0.17
H -0.17929 -2.00996 0.88992 -0.48 -0.57 -0.65
H 2.66080 -2.35019 2.22707 1.40 -0.64 -0.39
H -2.26862 1.02732 1.64880 0.76 -0.44 -0.73
H 0.04421 -0.90539 2.95104 0.46 -0.17 0.06
H 1.01078 -3.16782 2.75284 1.26 0.57 -0.80
H -1.53932 2.11391 -2.50042 -1.30 1.01 1.14
H 1.67040 -0.05503 -3.20918 -0.24 -1.07 -2.14
H 0.04163 -1.78971 -2.60329 0.83 -0.18 -1.08
H 2.83710 0.44928 -2.07157 3.46 0.85 0.33
H -4.39664 4.25482 -0.39518 0.36 -0.95 1.17
H 2.00931 -1.71058 -1.59227 0.85 -0.48 0.56
H -3.91648 2.81823 1.79423 0.79 -0.89 -1.06
H 1.60301 -0.10389 2.22311 -0.54 -1.28 1.28

***

[4]
83
Properties=species:S:1:pos:R:3:forces:R:3 method="wB97M-V/def2-TZVPD" total_charge=-1 relative_energy_kj_mol=22.85 gap_ev=6.61
Cd -1.19560 1.74694 -0.08107 0.07 0.28 0.38
Cl -1.77250 -2.01406 -1.33637 0.13 -0.23 0.14
Cl 1.80760 4.25204 -3.37917 0.26 0.00 -0.03
Cl -2.53210 6.78174 -5.23837 -0.12 0.16 -0.14
Cl -4.62990 -0.79666 -0.54937 -0.34 0.04 0.23
Cl -3.01850 0.40634 -3.06637 -0.08 0.10 -0.28
S -2.36180 2.43884 4.56413 0.01 0.00 0.34
S -4.02680 2.56334 2.09743 0.47 0.30 -0.08
S -1.22200 3.44494 2.01773 0.40 0.04 -0.62
Si -2.69880 -0.13776 -1.05557 0.26 0.06 -0.13
O -0.03130 3.09534 -1.42227 0.07 -0.31 0.29
N 0.54300 0.30954 -1.26597 0.03 -0.07 0.42
N -4.83660 -0.50296 2.97593 -0.23 -0.23 0.00
N -1.98650 -0.20926 2.42363 -0.04 -0.12 -0.08
N -2.75400 3.40444 -1.35597 -0.23 -0.22 0.26
N 0.79060 0.60124 1.37263 0.07 -0.01 -0.39
C 2.30860 -3.75906 3.46873 0.03 0.17 0.02
C -3.84870 -1.37226 3.60753 0.30 -0.30 0.04
C 4.30460 -2.22396 3.46823 -0.14 -0.03 0.10
C 3.81160 -3.34416 -2.75287 -0.17 0.17 -0.09
C 1.26670 -0.53976 -3.36297 0.02 -0.04 0.21
C -4.04580 5.19154 -3.04697 -0.04 -0.09 0.13
C 2.63030 -2.13796 5.30973 0.01 0.02 -0.22
C 2.12700 -1.44356 -2.74407 -0.15 0.17 0.04
C 0.50910 0.31224 -2.58367 0.04 0.06 -0.50
C 2.06850 -1.31056 2.98043 -0.06 0.19 -0.03
C 3.86720 -1.57686 -4.49957 -0.10 -0.12 0.07
C -0.48130 5.43124 -4.15077 -0.60 0.24 -0.01
C 0.87850 0.74904 2.67933 0.18 0.09 0.42
C -2.64890 5.02424 -3.14937 0.16 -0.26 0.33
C 2.94620 -2.39826 -3.58877 0.14 -0.12 -0.08
C -4.05560 3.54674 -1.31937 0.06 -0.13 0.12
C -2.46290 2.81124 2.96073 -0.77 -0.22 0.06
C 1.98140 -1.45376 1.60053 -0.21 0.15 -0.11
C 0.10680 4.55864 -3.25127 -0.04 -0.41 0.46
C 1.51990 -0.15386 3.51733 0.01 -0.18 -0.10
C -0.59990 3.87594 -2.23897 0.03 0.51 -0.59
C 1.98090 -3.24086 -4.43327 0.12 0.09 0.09
C 2.81220 -2.34946 3.80433 0.09 -0.08 0.15
C -4.74780 4.44834 -2.13877 0.12 0.14 -0.19
C 2.17750 -1.41436 -1.35887 -0.16 0.07 0.07
C 1.36250 -0.47476 0.82593 0.17 -0.06 0.62
C -2.59060 -1.48866 2.73173 -0.30 0.05 0.26
C -1.83270 5.67374 -4.09047 0.44 0.07 -0.21
C -2.03410 4.11744 -2.23527 0.08 0.30 -0.49
C 1.35520 -0.54026 -0.64687 0.01 -0.04 -0.60
H -5.81950 4.53444 -2.05077 -0.10 0.03 0.02
H 4.35210 -4.01486 -3.41857 0.06 -0.06 -0.04
H 1.16680 -0.49726 -4.43547 0.00 0.03 -0.12
H 1.23070 -3.80806 3.60213 -0.14 -0.07 -0.01
H -4.54090 5.90434 -3.68937 -0.04 0.00 -0.08
H 4.48770 -2.24096 -5.09727 0.10 -0.08 -0.10
H -4.98720 -0.77026 2.00573 -0.06 -0.02 0.11
H 0.43980 1.64714 3.09203 -0.18 0.09 0.01
H 2.38740 -2.33486 1.13113 0.04 -0.05 -0.09
H 2.53790 -3.96206 -5.02747 0.06 -0.11 -0.09
H -0.16730 1.02234 -3.04027 0.00 0.06 -0.04
H 4.51340 -0.93626 -3.90287 0.09 0.07 0.02
H -1.70040 0.23434 3.29383 -0.07 0.08 -0.15
H 2.54310 -4.04446 2.44763 -0.01 -0.04 -0.15
H 2.84860 -2.06606 -0.82657 0.06 -0.06 0.04
H 2.76920 -4.48746 4.13383 0.08 -0.07 0.05
H 1.28700 -3.77636 -3.78807 -0.08 -0.07 0.02
H 4.48390 -2.38336 2.40893 0.04 -0.02 -0.15
H 3.03190 -1.17946 5.62893 0.00 0.11 0.07
H -4.22840 -2.38886 3.80733 0.02 0.12 0.02
H 1.57740 -2.19026 5.57913 -0.10 0.04 0.10
H -5.72180 -0.56596 3.46733 0.05 0.05 -0.13
H -2.72710 0.37614 2.04603 0.16 0.14 0.04
H 4.66170 -1.23006 3.72913 0.08 0.11 -0.01
H 4.88180 -2.95416 4.03093 0.09 -0.13 0.08
H 1.40330 -2.61576 -5.10807 -0.10 0.03 -0.08
H -4.59460 2.93024 -0.61087 0.02 -0.04 0.03
H -4.47030 1.51674 2.82213 -0.05 0.03 0.16
H 3.16230 -2.91766 5.85303 0.03 -0.06 0.03
H -1.84550 -2.10516 3.24123 -0.09 -0.14 -0.02
H 4.54150 -2.79306 -2.16317 0.08 0.02 0.10
H -3.58200 -0.90856 4.56323 0.06 -0.12 0.00
H 3.19970 -3.94996 -2.08777 -0.03 -0.08 0.11
H 0.12750 5.92894 -4.89127 0.02 0.00 -0.04
H -2.85330 -1.98016 1.79073 0.02 -0.12 0.00
H 1.56980 0.05284 4.57343 -0.06 0.07 0.10
H 3.29250 -0.94856 -5.17347 -0.04 0.11 -0.09

***

[5]
34
Properties=species:S:1:pos:R:3:forces:R:3 method="wB97M-V/def2-TZVPD" multiplicity=6 relative_energy_kj_mol=193.69 gap_ev="3.27 / 8.49"
I -1.34191 -0.63551 -3.25254 -0.02 0.08 -0.69
Mn -0.94984 -0.00164 -0.74980 3.33 -2.18 -0.43
N 0.85801 -1.29877 -0.85192 -0.99 -0.11 0.56
N 0.84417 1.36246 -0.22631 -0.85 0.33 0.66
C 0.84588 -2.62609 -1.03858 0.75 -0.04 -0.70
C -3.11088 0.57286 -0.47862 -2.07 0.48 -0.14
C 2.03296 -0.62422 -0.93614 0.11 2.05 0.48
C 0.84342 2.56597 0.39180 1.21 0.06 -0.42
C 3.24706 2.72969 0.28250 0.51 -1.43 -0.66
C 1.96280 -3.31967 -1.51257 -1.36 -0.27 0.52
C 2.04424 0.76933 -0.47726 0.31 -1.82 -0.67
C -0.99889 -0.81019 1.05038 0.08 -0.26 1.20
C 3.25512 1.44991 -0.25550 0.25 1.13 0.11
C 2.01616 3.28210 0.64321 -1.58 0.28 0.34
C -2.17880 1.82621 -0.55856 -0.91 1.16 -0.24
C 3.14127 -2.60844 -1.75791 0.52 1.32 0.18
C 3.17935 -1.25540 -1.44429 0.31 -1.14 -0.49
H -1.21090 1.80039 -1.11302 -0.59 0.45 0.16
H 4.18263 3.25961 0.42417 -0.14 0.00 0.07
H -0.10242 -3.12154 -0.83592 0.19 -0.01 -0.22
H -1.99833 2.26583 0.42506 -0.05 -0.22 -0.13
H 4.18068 0.95647 -0.53284 -0.07 0.24 0.21
H 4.02564 -3.09242 -2.16906 -0.24 0.06 0.07
H -0.09456 -0.52692 1.60239 -0.21 -0.07 -0.27
H -0.12555 2.98373 0.65800 0.25 -0.01 -0.07
H -1.88552 -0.41873 1.54290 0.09 -0.05 0.27
H 4.06773 -0.65832 -1.62344 -0.09 -0.29 -0.01
H -3.29001 0.15557 0.51194 0.24 0.25 -0.20
H -3.00242 -0.24518 -1.23144 0.16 0.43 0.39
H 1.94777 4.25800 1.11894 0.01 -0.22 -0.09
H -1.05513 -1.90137 0.97200 -0.04 0.20 -0.13
H 1.88064 -4.38822 -1.69128 0.07 0.21 0.08
H -2.74601 2.55824 -1.14848 0.38 -0.09 0.21
H -4.09416 0.99093 -0.77712 0.46 -0.50 0.06